97
Properties=species:S:1:pos:R:3 method="wB97M-V/def2-TZVPD" lumo_energy_ev="-3.5 / -3.6" homo_ev="-9.895 / -9.892" orbital_gap_ev="6.370 / 6.329" spin_multiplicity=2 total_charge=+1
Ru -0.64396 -0.01304 -0.76121
C -0.89628 0.34876 5.78133
Sb 0.61883 0.92257 4.36928
C 1.32388 2.57552 5.53389
C 2.12870 -0.47319 5.11545
C 1.63294 -1.87983 5.22621
C 1.24922 -2.36159 6.47835
C 0.80044 -3.65899 6.66103
C 0.74959 -4.52517 5.57935
C 1.13305 -4.06640 4.33148
C 1.56002 -2.75422 4.12533
C 1.94846 -2.36579 2.73224
Sb 0.31153 -1.56853 1.47173
C 0.66691 -3.21360 0.07088
C -1.30116 -2.44374 2.57767
H -0.44746 0.10786 6.74415
H -1.45326 -0.51441 5.42260
H -1.58380 1.18615 5.90044
H 1.45549 2.25039 6.56527
H 0.59725 3.38464 5.49401
H 2.27294 2.93423 5.13901
H 2.41831 -0.08534 6.09135
H 2.98695 -0.39274 4.44762
H 1.31210 -1.69567 7.33101
H 0.51245 -3.99783 7.64723
H 0.42955 -5.55006 5.71003
H 1.11651 -4.74396 3.48397
H 2.25017 -3.24017 2.16503
H 2.74219 -1.62118 2.69360
H 0.00988 -4.06379 0.26574
H 1.70254 -3.53807 0.16027
H 0.51363 -2.86078 -0.94338
H -1.47684 -3.45612 2.21483
H -2.20149 -1.84600 2.46280
H -1.02292 -2.49004 3.62883
C -1.46888 4.79286 -3.55355
Si -1.53152 3.52659 -4.92276
C -0.79174 4.22007 -6.48848
C -3.27413 2.95521 -5.24694
C -0.45511 2.04477 -4.41791
C 0.60828 1.61049 -5.19220
C 1.45975 0.58091 -4.76619
C 1.23566 0.02636 -3.53392
N 0.19933 0.40425 -2.77173
C -0.63905 1.35606 -3.20138
S -1.91902 1.57414 -2.05862
H -1.61665 5.79411 -3.96331
H -0.50672 4.77731 -3.03797
H -2.24511 4.61308 -2.80893
H -1.28816 5.16009 -6.73760
H -0.92816 3.54430 -7.33554
H 0.27415 4.43285 -6.38558
H -3.89337 3.80545 -5.54230
H -3.72031 2.50805 -4.35712
H -3.30583 2.22113 -6.05425
H 0.79869 2.08530 -6.14702
H 2.29182 0.24730 -5.36919
H 1.89921 -0.72353 -3.11932
C 2.87468 2.87812 -1.87504
N 3.34052 2.04382 -0.78464
C 4.53314 1.28900 -1.10113
C 2.31221 1.22560 -0.19362
C 1.20346 2.02448 0.45363
C 1.53399 3.16310 1.18543
C 0.55748 3.89589 1.83974
C -0.76528 3.47874 1.77721
C -1.09928 2.34933 1.04270
C -0.12668 1.60990 0.36448
H 3.69075 3.51535 -2.21379
H 2.06101 3.51684 -1.53107
H 2.51286 2.29810 -2.73968
H 5.23424 1.92143 -1.64352
H 4.32762 0.40222 -1.72661
H 5.01906 0.95032 -0.18449
H 2.78659 0.58897 0.56622
H 1.86920 0.52650 -0.93195
H 2.57167 3.47251 1.22639
H 0.82373 4.78570 2.39575
H -1.54162 4.04635 2.27546
H -2.14121 2.05339 0.99309
C -4.60765 -5.00868 -1.46610
C -3.57961 -3.94242 -1.63540
C -2.48137 -4.02793 -2.44825
C -1.60811 -2.93131 -2.53159
N -1.75944 -1.85952 -1.75638
C -2.81339 -1.80022 -0.92059
S -2.91643 -0.48751 0.11978
N -3.73966 -2.80214 -0.93172
C -0.51094 -2.91378 -3.53764
H -4.42841 -5.82944 -2.15394
H -5.60691 -4.61043 -1.64913
H -4.57912 -5.39282 -0.44480
H -2.31055 -4.91206 -3.04243
H -4.54519 -2.68885 -0.32848
H -0.51233 -3.81586 -4.14394
H 0.45710 -2.81661 -3.04685
H -0.63563 -2.04310 -4.18271

---

94
Properties=species:S:1:pos:R:3 method="wB97M-V/def2-TZVPD" lumo_energy_ev=2.0 homo_ev=-4.228 orbital_gap_ev=6.181 spin_multiplicity=1 total_charge=-1
C 0.46828 -6.00377 2.48534
O 1.06770 -4.99449 3.35689
B 0.00569 -4.14407 3.79460
O -1.29164 -4.71147 4.10560
Al 0.28509 -2.07322 4.05076
C 2.22897 -1.47257 3.85986
C 2.87856 -1.80995 2.45230
C 3.66407 -0.52007 1.90370
C 2.71795 0.17878 0.83651
C 3.33822 0.30359 -0.63174
C 4.01863 -1.01160 -1.18311
C 3.13625 -1.84423 -2.19759
C 1.59696 -1.94519 -1.81987
Si 0.48975 -1.15672 -3.15461
C 1.07593 0.58931 -3.69844
C 0.63733 -2.27528 -4.71105
C -1.28549 -1.13368 -2.46473
C -1.71589 0.03612 -1.68282
C -3.07606 0.03674 -1.14738
C -3.92403 -1.16084 -1.39846
C -3.48345 -2.32587 -2.17829
C -2.13221 -2.30900 -2.73220
C -0.51189 -1.58714 5.87184
C -1.92426 -1.81701 6.27186
C -2.51133 -1.47360 7.55534
N -1.75573 -0.91862 8.54937
C -0.45203 -0.72505 8.23689
C 0.27119 -0.97693 6.99789
H 1.30302 -6.42760 1.85595
H -0.28062 -5.48736 1.82721
H -0.01179 -6.79698 3.11501
H -1.92063 -4.38108 3.44072
H -0.60663 -1.33874 2.91281
H 2.24330 -0.36490 4.09311
H 2.83860 -2.03027 4.63559
H 3.63141 -2.64237 2.59668
H 2.14355 -2.20061 1.69488
H 4.67508 -0.78624 1.49038
H 3.83396 0.18446 2.76057
H 2.55560 1.24797 1.21581
H 1.68843 -0.28013 0.84990
H 4.04201 1.17938 -0.74100
H 2.47796 0.54458 -1.32411
H 4.93306 -0.67728 -1.76259
H 4.39643 -1.71243 -0.39847
H 3.29694 -1.50915 -3.26654
H 3.53737 -2.90196 -2.17352
H 1.35057 -1.53582 -0.80843
H 1.32157 -3.04300 -1.78470
H 1.09660 1.31837 -2.84504
H 0.33985 1.00323 -4.44779
H 2.10123 0.55595 -4.16481
H -0.23436 -2.04258 -5.37896
H 0.68717 -3.35790 -4.42197
H 1.56532 -1.99532 -5.27717
H -0.98329 0.86721 -1.54595
H -3.42606 0.90478 -0.54306
H -4.95822 -1.16323 -0.97039
H -4.15413 -3.20435 -2.34213
H -1.70865 -3.14478 -3.33004
H -2.60651 -2.26374 5.50143
H -3.59427 -1.68770 7.75306
H 0.17498 -0.29905 9.07119
H 1.36264 -0.76832 6.87471
C -7.36401 1.57894 -4.64383
C -6.53460 0.35025 -4.24609
C -5.07292 0.80003 -4.13757
S -5.11352 2.51344 -3.70388
O -4.56114 3.28091 -4.79451
O -4.65393 2.65503 -2.34504
C -6.88789 2.70111 -3.72606
H -8.43493 1.39990 -4.53653
H -7.16836 1.83673 -5.68869
H -6.88020 -0.02117 -3.27686
H -6.64215 -0.46330 -4.96496
H -4.53355 0.25690 -3.36315
H -4.55530 0.69849 -5.09158
H -7.15306 3.69531 -4.08198
H -7.25261 2.55765 -2.70776
C 3.74467 6.49339 0.91899
C 4.42070 6.08387 -0.39155
C 4.59369 4.56321 -0.36305
S 3.27701 3.92424 0.67556
O 3.86603 3.33863 1.85242
O 2.32803 3.21448 -0.14281
C 2.59132 5.51697 1.11222
H 3.39432 7.52610 0.88832
H 4.45502 6.40157 1.74566
H 3.78238 6.36600 -1.23373
H 5.37996 6.58654 -0.52551
H 4.50809 4.12992 -1.35856
H 5.54472 4.27765 0.08669
H 2.21789 5.49036 2.13450
H 1.77632 5.72968 0.41856

---

6
Properties=species:S:1:pos:R:3 method="wB97M-V/def2-TZVPD" lumo_energy_ev="-5.8 / -8.7" homo_ev="-15.264 / -15.957" orbital_gap_ev="9.505 / 7.285" spin_multiplicity=5 total_charge=+1
S -0.10031 1.23889 -0.31786
F 1.05503 -2.70613 -0.20680
O -1.63474 1.28940 -0.39404
Ir 0.44787 -1.10373 0.01828
O 0.34478 0.92776 1.34142
H 1.22016 1.26543 1.56324

---

5
Properties=species:S:1:pos:R:3 method="wB97M-V/def2-TZVPD" lumo_energy_ev=-1.1 homo_ev=-11.673 orbital_gap_ev=10.537 smiles="N#CC=O" spin_multiplicity=1
N -1.90245 -0.17506 -0.44369
C -0.71843 0.00183 -0.41013
C 0.59635 0.09887 0.17422
O 0.87053 0.17768 1.34609
H 1.15399 -0.10332 -0.66650

---

46
Properties=species:S:1:pos:R:3 method="wB97M-V/def2-TZVPD" lumo_energy_ev="-2.6 / -3.8" homo_ev="-12.190 / -12.418" orbital_gap_ev="9.571 / 8.611" spin_multiplicity=3 total_charge=+1
Ni 11.52830 8.80016 6.16164
N 10.53490 7.80088 4.59397
C 9.10322 7.65804 5.03425
C 8.08852 7.36096 3.92276
C 7.15880 6.15922 4.21454
C 6.17889 6.40646 5.36752
N 6.85062 6.47577 6.68372
C 7.32363 5.44134 7.37477
N 6.95622 4.17567 7.04020
N 8.15458 5.64392 8.40478
C 8.74287 8.94539 5.83090
O 7.58760 9.07178 6.23569
O 9.71509 9.77939 6.00168
H 10.64073 8.50232 3.84885
H 10.91539 6.91378 4.27470
H 9.08952 6.81280 5.73042
H 8.60595 7.18272 2.96682
H 7.45894 8.25113 3.76745
H 7.74905 5.25307 4.39993
H 6.55000 5.96408 3.32204
H 5.40034 5.62918 5.39022
H 5.69405 7.38721 5.23076
H 7.13855 7.44200 6.91271
H 6.21105 4.00493 6.38659
H 7.20065 3.40291 7.64877
H 8.57277 6.58503 8.56630
H 8.53703 4.85398 8.90440
O 8.77098 8.21686 8.86344
S 10.02955 9.06691 8.75562
N 11.21799 8.62204 7.95705
C 14.45224 9.56149 3.77967
O 14.67248 9.52841 5.22935
P 13.72450 8.58053 6.14080
O 14.29465 7.16392 5.60108
C 13.65249 5.90585 6.00016
O 14.37695 8.85858 7.57227
C 15.82695 8.80876 7.80788
H 15.10909 10.34762 3.41710
H 13.41164 9.81130 3.52954
H 14.72657 8.60049 3.34873
H 13.81205 5.21174 5.16792
H 12.57514 6.00780 6.23710
H 14.19331 5.51954 6.87020
H 16.29086 9.72885 7.43638
H 16.27628 7.94678 7.30437
H 15.92945 8.74785 8.89506

---

14
Properties=species:S:1:pos:R:3 method="wB97M-V/def2-TZVPD" lumo_energy_ev="-7.4 / -4.6" homo_ev="-11.530 / -11.286" orbital_gap_ev="4.119 / 6.685" spin_multiplicity=7 total_charge=+1
O 1.79016 -0.10148 -0.39493
C 0.84124 -1.18493 -0.34896
C -0.27214 -0.87205 0.63978
O -1.47730 -0.62184 -0.04358
C -2.12088 0.60443 0.15331
O -3.26829 0.48281 0.60871
O -1.48928 1.63823 -0.12980
H 2.69787 -0.42911 -0.39721
H 1.37282 -2.10365 -0.07286
H 0.43890 -1.29799 -1.36187
H 0.01389 -0.01922 1.27135
H -0.44893 -1.74256 1.28789
Tb 1.57157 2.10217 -0.43135
H 0.35039 3.54518 -0.78049

---

Number 1: M 965.64 g/mol. Number 2: M 652.76 g/mol. Number 3: M 276.29 g/mol. Number 4: M 55.04 g/mol. Number 5: M 419.05 g/mol. Number 6: M 265.00 g/mol.